# 1
ORCA calculation (ωB97M-V with the def2-TZVPD basis set) on a molecular structure, C22H43LaN2P3S.

Calculated values
LUMO (spin up / spin down)   -11.468 / -11.136 eV

Structure (ORCA input):
```
! RIJCOSX wB97M-V def2-TZVPD def2/J DEFGRID3
* xyz 3 1
La -0.250 0.795 -0.120
P -1.077 0.256 2.934
P 2.225 0.249 1.309
P -2.902 -0.533 -0.152
H 3.459 -4.317 -5.256
C 2.603 -4.015 -5.861
C 2.634 -2.823 -6.480
H 3.509 -2.192 -6.347
C -0.967 -1.420 3.636
C -0.153 1.151 4.293
C -2.774 0.699 3.548
C 3.329 0.278 -0.178
C 3.108 1.424 2.427
C 2.683 -1.371 2.056
C -3.194 -1.027 -1.899
C -4.519 0.332 0.142
C -3.355 -2.109 0.676
H 1.803 -4.751 -5.904
H 1.842 -2.421 -7.099
H -1.328 -1.434 4.671
H 0.065 -1.771 3.605
H -1.561 -2.109 3.036
H -0.687 1.023 5.258
H -0.095 2.227 4.052
H 0.876 0.760 4.381
H -2.819 0.576 4.645
H -3.533 0.059 3.077
H -3.004 1.746 3.297
H 4.379 0.360 0.144
H 3.098 1.140 -0.824
H 3.195 -0.623 -0.794
H 3.836 0.915 3.080
H 2.374 1.925 3.075
H 3.640 2.204 1.860
H 3.775 -1.535 2.035
H 2.182 -2.166 1.480
H 2.331 -1.425 3.098
H -4.202 -1.449 -2.005
H -2.441 -1.754 -2.218
H -3.083 -0.159 -2.558
H -5.355 -0.351 -0.106
H -4.572 1.230 -0.495
H -4.597 0.642 1.197
H -4.206 -2.565 0.145
H -3.632 -1.932 1.724
H -2.493 -2.787 0.646
C 0.830 -1.406 -2.891
C 0.557 -2.526 -2.030
C 1.287 -3.716 -2.243
C 2.376 -3.752 -3.099
C 2.824 -2.551 -3.665
C 2.047 -1.416 -3.596
S -0.221 -0.089 -2.958
H 0.076 -1.243 -0.925
H -0.390 -2.708 -1.512
H 0.975 -4.598 -1.700
H 2.844 -4.712 -3.344
H 3.693 -2.538 -4.313
H 2.339 -0.575 -4.202
N 1.436 4.103 0.077
C 0.130 4.379 0.419
C -0.321 5.707 0.569
C -1.641 5.923 0.937
C -2.472 4.810 1.170
C -1.982 3.528 0.968
N -0.696 3.293 0.552
H 1.862 3.235 0.402
H 2.056 4.914 0.060
H 0.390 6.516 0.412
H -2.038 6.922 1.065
H -3.508 4.922 1.496
H -2.594 2.623 1.122
*
```

Löwdin population analysis, charges in e, atoms 1 to 8: 1.34, 0.70, 0.66, 0.67, 0.06, -0.06, -0.01, 0.07

***

# 2
ORCA calculation (ωB97M-V with the def2-TZVPD basis set) on 4 unconnected molecules or ions with the total composition C22H43N4O4.

Calculated values
LUMO (spin up / spin down)   0.550 / 0.550 eV

Structure (ORCA input):
```
! RIJCOSX wB97M-V def2-TZVPD def2/J DEFGRID3
* xyz 0 2
C 2.054 2.799 1.135
C 1.685 1.769 1.627
C 1.514 0.429 2.196
C 0.776 -0.521 1.232
C -0.701 -0.016 1.156
C 0.725 -1.959 1.788
C 1.993 -2.843 1.585
C 1.579 -4.317 1.370
C 2.821 -2.844 2.882
N 2.855 -2.332 0.485
O 3.823 -1.588 0.887
C 2.133 -1.720 -0.658
C 1.230 -2.705 -1.415
C 3.175 -1.233 -1.677
C 1.322 -0.481 -0.214
H 2.403 3.679 0.652
H 0.873 0.527 3.079
H 2.471 0.046 2.548
H -1.020 0.440 2.091
H -1.361 -0.862 0.974
H -0.837 0.682 0.331
H 0.596 -1.887 2.874
H -0.155 -2.487 1.419
H 2.333 -4.969 1.813
H 0.651 -4.517 1.908
H 1.477 -4.592 0.324
H 2.286 -3.453 3.616
H 3.793 -3.309 2.725
H 2.951 -1.850 3.299
H 0.682 -2.140 -2.169
H 1.849 -3.424 -1.957
H 0.497 -3.216 -0.792
H 3.647 -0.314 -1.343
H 3.978 -1.959 -1.817
H 2.668 -0.999 -2.610
H 0.461 -0.429 -0.880
H 1.926 0.401 -0.413
C 2.177 2.295 -3.667
O 2.391 1.461 -2.805
N 1.077 2.323 -4.436
C 0.855 3.345 -5.438
C 0.072 1.292 -4.243
H 2.881 3.117 -3.880
H -0.058 3.897 -5.206
H 0.758 2.890 -6.426
H 1.694 4.038 -5.452
H -0.302 1.323 -3.220
H 0.508 0.308 -4.423
H -0.753 1.458 -4.930
C -1.786 3.949 -3.027
O -1.042 3.338 -3.776
N -1.625 4.045 -1.696
C -2.543 4.791 -0.860
C -0.490 3.377 -1.079
H -2.675 4.489 -3.396
H -2.014 5.594 -0.342
H -2.996 4.131 -0.117
H -3.332 5.227 -1.470
H 0.440 3.757 -1.504
H -0.538 2.306 -1.272
H -0.496 3.550 -0.007
C -4.302 -0.647 3.084
O -3.462 -0.269 2.290
N -4.305 -1.864 3.661
C -5.327 -2.272 4.604
C -3.240 -2.791 3.318
H -5.145 -0.011 3.403
H -4.876 -2.517 5.568
H -5.858 -3.150 4.230
H -6.042 -1.465 4.747
H -2.271 -2.362 3.576
H -3.248 -2.991 2.246
H -3.381 -3.722 3.862
*
```

Löwdin population analysis, charges in e, atoms 1 to 8: 0.11, -0.12, -0.15, -0.42, -0.04, -0.07, -0.45, -0.03

***

# 3
ORCA calculation (ωB97M-V with the def2-TZVPD basis set) on 4 unconnected molecules or ions with the total composition C22H43N5O4.

Calculated values
LUMO   -0.070 eV
SMILES   COCc1cnc2ccccc2n1.COC[C@@H](C)N.COC[C@@H](C)N.COC[C@@H](C)N

Structure (ORCA input):
```
! RIJCOSX wB97M-V def2-TZVPD def2/J DEFGRID3
* xyz 0 1
C -0.795 -2.360 -3.929
O -0.861 -2.160 -2.523
C 0.370 -2.312 -1.879
C 1.206 -1.054 -1.928
C 2.358 -0.982 -1.114
N 3.153 0.045 -1.053
C 2.782 1.075 -1.875
C 3.572 2.242 -1.905
C 3.257 3.294 -2.722
C 2.112 3.237 -3.539
C 1.320 2.122 -3.504
C 1.645 1.024 -2.682
N 0.829 -0.077 -2.702
H -1.095 -3.370 -4.197
H 0.208 -2.148 -4.291
H -1.444 -1.627 -4.396
H 0.919 -3.175 -2.256
H 0.153 -2.499 -0.830
H 2.585 -1.833 -0.483
H 4.447 2.324 -1.280
H 3.864 4.184 -2.748
H 1.834 4.045 -4.196
H 0.425 2.051 -4.103
C 1.572 -7.158 2.183
C 0.459 -6.118 2.259
C -0.004 -5.602 0.889
O 0.873 -4.671 0.278
C 1.964 -5.253 -0.415
N 0.883 -5.032 3.149
H 2.538 -6.707 1.957
H 1.672 -7.669 3.140
H 1.358 -7.911 1.422
H -0.408 -6.602 2.719
H -0.943 -5.062 1.030
H -0.213 -6.432 0.202
H 1.685 -6.202 -0.880
H 2.820 -5.405 0.246
H 2.272 -4.561 -1.198
H 0.106 -4.392 3.292
H 1.576 -4.478 2.653
C 1.367 4.205 3.396
C 1.072 5.069 2.176
C 0.208 4.371 1.116
O 0.893 3.423 0.326
C 1.024 2.136 0.906
N 2.338 5.558 1.621
H 2.120 3.446 3.186
H 1.750 4.822 4.209
H 0.465 3.702 3.752
H 0.503 5.938 2.522
H -0.145 5.134 0.415
H -0.684 3.916 1.567
H 0.152 1.870 1.510
H 1.931 2.073 1.514
H 1.109 1.417 0.094
H 2.143 6.219 0.875
H 2.788 4.776 1.151
C -5.518 2.461 -0.044
C -4.800 2.077 1.245
C -3.270 2.102 1.130
O -2.707 1.003 0.443
C -2.691 1.114 -0.972
N -5.300 0.775 1.698
H -5.492 1.658 -0.780
H -6.567 2.676 0.161
H -5.073 3.351 -0.493
H -5.070 2.818 2.003
H -2.857 2.054 2.143
H -2.918 3.044 0.686
H -2.533 2.147 -1.299
H -3.616 0.724 -1.403
H -1.867 0.502 -1.340
H -4.905 0.563 2.610
H -4.908 0.065 1.085
*
```

Löwdin population analysis, charges in e, atoms 1 to 8: -0.10, -0.18, -0.19, -0.22, -0.08, 0.15, -0.25, -0.02